{"formula": "C64H137N9O8", "method": "ωB97M-V/def2-TZVPD", "elements": ["C", "C", "C", "C", "C", "C", "N", "O", "C", "C", "C", "H", "H", "H", "H", "H", "H", "H", "H", "H", "H", "H", "H", "H", "H", "H", "H", "H", "H", "H", "C", "C", "C", "C", "C", "C", "N", "O", "C", "C", "C", "H", "H", "H", "H", "H", "H", "H", "H", "H", "H", "H", "H", "H", "H", "H", "H", "H", "H", "H", "C", "C", "C", "C", "C", "C", "N", "O", "C", "C", "C", "H", "H", "H", "H", "H", "H", "H", "H", "H", "H", "H", "H", "H", "H", "H", "H", "H", "H", "H", "C", "C", "C", "C", "C", "C", "N", "O", "C", "C", "C", "H", "H", "H", "H", "H", "H", "H", "H", "H", "H", "H", "H", "H", "H", "H", "H", "H", "H", "H", "C", "C", "C", "C", "C", "C", "N", "O", "C", "C", "C", "H", "H", "H", "H", "H", "H", "H", "H", "H", "H", "H", "H", "H", "H", "H", "H", "H", "H", "H", "C", "C", "C", "C", "C", "C", "N", "O", "C", "C", "C", "H", "H", "H", "H", "H", "H", "H", "H", "H", "H", "H", "H", "H", "H", "H", "H", "H", "H", "H", "C", "C", "C", "C", "C", "C", "N", "O", "C", "C", "C", "H", "H", "H", "H", "H", "H", "H", "H", "H", "H", "H", "H", "H", "H", "H", "H", "H", "H", "H", "C", "O", "N", "N", "H", "H", "H", "H"], "xyz": [[-3.283099, -0.897334, 2.021459], [-1.756857, -0.584526, 2.079739], [-1.037793, -1.864501, 2.393904], [0.429622, -1.785614, 1.979088], [0.481764, -1.694288, 0.514478], [-0.225998, -0.396271, -0.074197], [-1.376976, 0.028666, 0.762697], [-2.053653, 1.119474, 0.400334], [0.808523, 0.691339, -0.132711], [-0.549877, -0.672111, -1.478961], [-1.612936, 0.434580, 3.206670], [-3.842723, -0.037540, 1.653145], [-3.655801, -1.251927, 2.982427], [-3.466001, -1.760374, 1.381286], [-0.987047, -2.098998, 3.457165], [-1.447074, -2.719822, 1.856307], [0.892455, -2.671215, 2.414504], [0.864092, -0.860022, 2.356723], [0.222217, -2.590280, -0.049371], [1.530430, -1.637438, 0.222663], [0.358215, 1.593906, 0.280443], [1.546868, 0.616171, 0.665595], [1.386538, 0.919838, -1.028143], [-1.254620, -1.503393, -1.499382], [-1.090407, 0.199901, -1.847076], [0.314269, -1.014879, -2.048053], [-0.624584, 0.892107, 3.250504], [-1.803065, -0.085057, 4.145785], [-2.256262, 1.304698, 3.075781], [-2.691195, 0.747284, -0.213352], [1.957844, 0.305188, -7.169870], [0.875894, 1.393360, -6.810475], [0.397598, 1.140010, -5.326190], [1.432233, 1.519005, -4.258737], [1.741416, 2.947565, -4.539716], [2.208393, 3.384461, -5.967044], [1.201964, 2.854567, -6.956914], [1.573638, 3.163712, -8.282661], [1.960423, 4.884402, -5.877924], [3.744304, 3.103016, -6.138773], [-0.277381, 1.144978, -7.774436], [2.422810, 0.494429, -8.137390], [1.473131, -0.669927, -7.217938], [2.763127, 0.235445, -6.438596], [-0.494141, 1.739149, -5.141985], [0.046484, 0.108140, -5.317729], [2.354133, 0.943101, -4.339500], [1.039100, 1.288447, -3.268592], [2.560760, 3.017801, -3.824281], [0.828325, 3.448308, -4.217829], [2.796808, 5.469266, -5.495181], [1.977134, 5.404673, -6.835599], [1.061038, 5.216176, -5.359154], [4.197344, 3.569959, -7.013305], [4.277316, 3.526956, -5.287719], [4.133212, 2.101843, -6.324503], [0.069898, 1.214524, -8.805289], [-1.028894, 1.874655, -7.472955], [-0.807311, 0.194092, -7.718828], [0.880314, 3.762877, -8.568840], [-2.168225, -6.753197, -0.724574], [-0.982616, -6.368606, -1.716952], [-0.950451, -4.824216, -1.719641], [0.295281, -4.232593, -2.457471], [1.676916, -4.760244, -1.947674], [1.723281, -6.324004, -1.801360], [0.369945, -6.893370, -1.274952], [0.368545, -8.313879, -1.278766], [2.082126, -7.013876, -3.157619], [2.671772, -6.583626, -0.694076], [-1.328941, -6.729992, -3.156023], [-2.204182, -7.832222, -0.574551], [-3.135953, -6.430411, -1.108497], [-1.947569, -6.251024, 0.217361], [-1.852301, -4.372106, -2.132400], [-0.886776, -4.431886, -0.704694], [0.232865, -3.144575, -2.437004], [0.137460, -4.505105, -3.500991], [2.111300, -4.150336, -1.155582], [2.265957, -4.434137, -2.804865], [1.742112, -6.451913, -4.027497], [3.144150, -7.239549, -3.253972], [1.758113, -8.039474, -3.334412], [2.830141, -7.652949, -0.554171], [3.694907, -6.266666, -0.896131], [2.383092, -6.190792, 0.280827], [-0.365252, -6.823485, -3.656679], [-1.955519, -6.049807, -3.732946], [-1.747926, -7.735044, -3.205219], [0.671478, -8.505237, -0.388133], [6.176369, 7.157445, -2.677962], [5.216171, 6.826862, -1.641507], [3.896411, 7.243415, -2.200333], [2.550429, 6.699772, -1.610704], [2.734740, 5.206092, -1.342110], [4.061788, 4.739422, -0.574062], [5.228675, 5.409023, -1.260893], [6.452809, 5.004956, -0.698435], [4.003554, 5.023950, 0.906069], [4.288063, 3.286742, -0.848532], [5.452443, 7.733591, -0.430143], [6.241219, 8.226991, -2.877865], [5.934867, 6.671309, -3.623188], [7.200674, 6.892765, -2.415581], [3.697462, 8.299854, -2.380452], [3.742081, 6.892604, -3.220741], [1.673058, 6.942156, -2.210339], [2.413073, 7.093439, -0.603606], [2.488965, 4.525864, -2.157582], [1.965444, 4.973483, -0.605774], [4.775843, 4.485850, 1.455722], [3.911602, 6.042467, 1.283251], [3.081195, 4.568366, 1.266341], [5.214136, 2.965019, -0.372091], [3.555375, 2.715439, -0.278551], [4.275189, 2.914637, -1.872959], [5.557756, 8.766442, -0.762136], [6.289094, 7.396908, 0.182029], [4.604511, 7.734798, 0.254782], [6.777607, 4.460960, -1.419663], [-4.640657, 2.847796, 1.505243], [-4.044201, 4.244848, 1.769901], [-4.379650, 4.589739, 3.228775], [-3.510019, 5.770468, 3.776368], [-2.083687, 5.360708, 3.627554], [-1.666260, 5.148187, 2.154263], [-2.554257, 4.096169, 1.593478], [-2.303016, 3.851259, 0.320916], [-1.666652, 6.496154, 1.354051], [-0.268731, 4.598719, 1.991908], [-4.629218, 5.293966, 0.738856], [-5.723946, 2.879731, 1.388719], [-4.457172, 1.982792, 2.142578], [-4.253373, 2.494150, 0.549713], [-5.451393, 4.787793, 3.244100], [-4.222117, 3.706126, 3.847247], [-3.751396, 5.956872, 4.822837], [-3.694431, 6.710613, 3.256537], [-2.068477, 4.447822, 4.222979], [-1.419730, 6.155305, 3.967939], [-2.547258, 7.136941, 1.399033], [-0.818054, 7.073037, 1.721733], [-1.381253, 6.249068, 0.331509], [0.093687, 4.551469, 0.965010], [0.473073, 5.131462, 2.586892], [-0.340823, 3.576284, 2.362762], [-5.390753, 5.885161, 1.247420], [-5.203449, 4.835261, -0.066104], [-3.802966, 5.817978, 0.258419], [-2.041681, 2.927887, 0.347006], [3.561091, -1.655518, 9.011724], [2.798047, -2.268424, 7.722705], [3.771436, -2.074498, 6.533646], [3.657003, -2.995185, 5.227015], [3.338414, -4.506979, 5.587092], [2.229398, -4.596557, 6.680986], [2.560517, -3.745848, 7.917608], [1.804844, -4.011541, 8.977996], [0.892406, -4.219441, 6.007955], [2.088438, -6.056429, 7.119829], [1.546668, -1.368418, 7.533557], [3.961378, -0.650740, 8.876515], [4.426857, -2.259818, 9.282585], [3.012958, -1.587321, 9.951402], [3.521005, -1.090519, 6.137192], [4.809861, -2.021272, 6.860693], [4.573192, -3.117460, 4.649299], [3.047789, -2.476893, 4.486519], [4.245677, -5.015444, 5.913321], [3.013786, -5.085463, 4.722182], [0.986632, -3.364209, 5.338763], [0.530077, -4.997316, 5.335853], [0.111762, -3.953943, 6.720830], [1.233476, -6.296108, 7.752030], [2.084751, -6.813775, 6.335922], [2.951419, -6.109102, 7.783597], [0.952305, -1.579945, 8.422427], [0.917682, -1.586790, 6.670541], [1.839016, -0.318667, 7.507889], [2.239122, -4.739338, 9.428910], [-4.605976, -3.819769, -0.266139], [-5.338599, -2.781979, -1.171144], [-5.732785, -3.602045, -2.406721], [-6.841091, -2.972162, -3.254334], [-8.093027, -2.851934, -2.426981], [-7.861273, -1.923130, -1.142972], [-6.621165, -2.328330, -0.453930], [-6.392717, -1.442700, 0.647746], [-7.744056, -0.323552, -1.525142], [-9.068497, -2.090369, -0.178663], [-4.398745, -1.702671, -1.696129], [-4.926628, -4.854187, -0.389682], [-4.664665, -3.548399, 0.787913], [-3.546351, -3.810575, -0.521503], [-4.924432, -3.572761, -3.137337], [-5.911673, -4.659847, -2.213912], [-7.092275, -3.578673, -4.124475], [-6.465991, -1.997591, -3.566789], [-8.440633, -3.812540, -2.046834], [-8.916388, -2.428480, -3.002181], [-8.096201, 0.250592, -0.668141], [-6.775930, -0.055956, -1.948508], [-8.482303, -0.134781, -2.304535], [-8.944968, -1.473743, 0.711626], [-10.003376, -1.810368, -0.664140], [-9.249097, -3.122825, 0.120567], [-4.506183, -0.824118, -1.059977], [-4.666766, -1.276312, -2.662809], [-3.358025, -2.017723, -1.620256], [-6.684680, -2.038563, 1.341510], [5.394831, -2.299815, 1.089204], [5.182506, -2.827195, 0.050061], [6.594691, -2.078478, 1.559781], [4.470599, -1.907497, 1.978855], [7.397074, -2.119391, 0.947725], [6.748099, -1.602280, 2.437172], [3.515515, -2.116506, 1.725439], [4.811762, -1.283001, 2.695594]], "atomic_forces_ev_per_a": [[0.5, -0.6, -0.3], [-2.2, 1.2, -0.4], [1.6, -0.2, -0.2], [-1.0, -0.1, 0.7], [0.7, 0.5, -1.8], [1.4, -0.7, 1.4], [2.6, -4.3, 1.5], [-0.9, 1.1, -0.9], [1.0, 2.1, 2.2], [-2.0, -1.0, -0.7], [0.7, 0.3, 0.1], [-0.1, -0.1, 0.2], [0.0, 0.5, 0.3], [0.1, 0.2, -0.4], [-0.8, 0.2, 0.1], [-0.3, 0.0, 0.0], [0.6, 0.1, -0.2], [0.3, -0.1, 0.5], [-0.9, -0.2, 0.4], [0.2, 0.5, -0.2], [-0.3, 0.6, -0.9], [0.4, -0.7, 0.1], [-0.5, -0.3, -0.2], [-0.2, -0.2, -0.2], [0.4, 0.1, -0.8], [0.0, 0.6, -0.1], [0.4, -0.3, 0.0], [-0.2, 0.3, 0.1], [-0.4, -0.2, 0.0], [-0.7, 0.6, -0.3], [0.1, 0.9, 0.3], [0.3, -1.0, 0.3], [0.2, -0.3, -1.0], [-0.6, -1.8, -2.0], [0.5, -0.7, 1.1], [-0.7, -0.2, 0.9], [0.6, -1.0, 1.6], [0.5, -0.1, 0.0], [1.0, 1.8, -1.1], [0.0, 0.2, -0.8], [-0.6, 0.3, 0.3], [-0.1, 0.1, -0.1], [-0.1, 0.0, 0.0], [0.0, 0.1, 0.1], [-0.1, 0.2, -0.1], [0.2, -0.2, 0.2], [0.0, -0.4, -0.2], [0.0, 0.5, 0.1], [0.1, 1.6, -0.1], [0.4, 0.7, -0.1], [0.3, -0.5, 1.0], [-0.5, -0.5, -0.7], [0.0, -0.4, 0.0], [-0.5, 0.7, -0.2], [-0.1, -0.1, 0.1], [-0.8, -0.5, 0.6], [-0.2, 0.5, 0.0], [-0.2, 0.3, -0.7], [0.5, -0.3, 0.5], [-0.1, 0.1, -0.1], [1.8, -0.2, -0.6], [-0.8, 1.1, 0.0], [1.9, 0.8, 0.7], [-1.0, -0.9, 0.6], [-1.6, 0.3, -1.9], [-2.0, 0.1, -0.6], [-0.8, 1.8, 0.5], [0.1, 0.4, -0.4], [0.6, -0.3, 0.1], [1.7, -1.5, 0.8], [0.8, -1.5, -0.4], [0.0, 0.0, 0.0], [0.2, 0.2, -0.2], [-0.2, -0.1, 0.1], [-0.2, -0.4, -0.2], [-0.1, -0.2, 0.4], [0.2, 0.0, 0.1], [0.4, 0.0, -0.2], [-0.4, -0.5, 0.6], [0.8, -0.6, 0.0], [0.2, 0.2, 0.1], [0.4, 0.9, 0.1], [-0.9, 0.0, 0.7], [-0.3, -0.3, 0.1], [-0.1, 0.5, -0.3], [-0.3, 0.3, -0.3], [-0.2, 0.1, -0.4], [-0.1, 0.1, 0.4], [-0.2, 0.0, -0.1], [-0.1, -0.2, 0.1], [2.4, 0.0, -1.7], [-1.2, 0.6, 2.7], [-4.1, -0.5, -1.8], [2.3, -0.5, 1.4], [-0.3, -0.8, 1.4], [0.5, 2.3, -2.6], [-1.5, -0.2, -1.3], [0.1, 0.3, 0.0], [-0.9, -0.8, 1.1], [-0.2, -1.5, 1.4], [-0.1, 0.1, 0.8], [-0.4, 0.1, 0.1], [0.0, -0.1, 0.0], [0.1, -0.2, 0.1], [1.0, 0.4, 0.6], [0.8, -0.4, -0.4], [0.2, -0.1, -0.1], [-0.3, 0.6, 0.0], [0.5, 0.3, -0.4], [-0.3, -0.3, 0.1], [0.3, 0.3, -0.1], [0.4, 0.1, -0.6], [-0.2, -0.2, 0.1], [0.2, 0.1, -0.2], [-0.4, -0.2, -0.1], [-0.1, 0.6, -0.1], [0.3, 0.0, 0.1], [0.3, 0.2, -0.3], [-0.2, -0.1, -0.1], [0.5, -0.2, 0.2], [-0.3, -0.3, -1.3], [0.4, -0.5, -0.1], [0.5, 1.1, -0.2], [-1.4, -0.3, -0.5], [0.6, 0.2, -0.7], [-1.1, 0.5, -0.9], [-1.8, 1.0, 4.5], [0.9, -0.3, -3.5], [0.5, -0.4, 0.4], [0.4, -0.8, 0.8], [-0.1, -1.1, 0.5], [-0.1, 0.3, 0.0], [0.5, 0.6, 0.8], [-0.2, 0.2, -0.3], [-0.1, 0.2, 0.2], [0.2, 0.0, 0.1], [0.0, -0.1, 0.1], [-0.3, 0.0, -0.2], [1.1, -0.2, -0.1], [0.2, -0.2, 0.6], [0.0, -0.3, 0.0], [0.0, 0.2, 0.2], [-0.4, 0.1, -0.2], [-0.3, 0.2, -0.1], [-0.1, 0.2, 0.1], [0.4, -0.2, 0.1], [0.4, 0.6, 0.0], [0.2, -0.4, -0.1], [-0.4, 0.4, 0.3], [0.3, -0.4, -0.5], [0.0, -0.9, -0.3], [0.8, 0.2, 0.6], [0.0, -0.3, -1.7], [0.3, -1.1, 1.2], [-0.7, 1.5, 0.8], [-1.4, 0.3, -0.7], [3.1, 0.9, -4.0], [-2.4, -0.4, 2.0], [-0.1, 0.8, -0.3], [0.7, 0.4, 1.3], [-0.1, -1.0, 0.6], [-0.2, 0.1, -0.7], [0.1, -0.3, -0.3], [-0.7, -0.2, -0.3], [0.3, 0.3, 0.2], [0.0, -0.3, 0.2], [0.6, 0.6, 0.5], [-0.8, -0.5, 0.2], [0.2, 0.3, 0.3], [-0.2, 0.2, -0.1], [0.2, 0.3, 0.1], [0.0, -0.4, 0.3], [0.0, -0.3, 0.2], [-0.3, 0.5, -0.1], [0.4, 0.4, -0.2], [0.4, -1.1, 0.0], [-0.3, 0.4, 0.0], [0.3, -0.1, -0.1], [0.0, -0.1, 0.1], [0.1, 0.0, 0.3], [0.4, 1.0, 0.3], [-1.3, -1.2, 0.0], [-0.4, 0.1, -1.6], [-0.3, -0.4, 0.9], [0.0, 1.6, 1.6], [0.3, 1.3, -1.0], [0.4, -1.3, -0.8], [0.3, -0.6, -0.6], [-1.3, -2.2, -0.3], [0.3, 0.0, -0.4], [-0.3, 1.4, 1.3], [-0.4, 0.2, 0.0], [-0.1, 0.0, 0.0], [0.1, -0.1, 0.0], [0.8, -0.3, 0.5], [-0.3, 0.1, 0.3], [0.4, 0.0, -0.2], [-0.3, 0.1, -0.3], [0.2, -0.2, -0.1], [-0.1, 0.1, 0.1], [0.7, 0.1, 0.0], [0.0, 0.1, 0.5], [-0.1, 0.0, -0.2], [0.0, 0.0, 0.0], [0.1, 0.4, -0.2], [0.5, -0.2, 0.1], [0.2, 0.1, 0.5], [0.1, -0.6, -0.3], [-0.1, 0.0, -0.4], [0.2, 0.3, 0.5], [-0.8, 0.2, 0.9], [-0.9, -1.4, -2.8], [4.4, 0.9, 1.1], [-1.3, 0.2, 0.5], [-0.3, -0.1, 0.0], [0.0, -0.2, -0.3], [0.0, 0.5, 0.5], [-1.1, -0.1, 0.0]], "spin_multiplicity": 1, "fmax_ev_per_a": 5.24, "de_lowest_ev": 5.1325, "lumo_energy_ev": 0.22, "smiles": "CC1(C)CCCC(C)(C)N1O.CC1(C)CCCC(C)(C)N1O.CC1(C)CCCC(C)(C)N1O.CC1(C)CCCC(C)(C)N1O.CC1(C)CCCC(C)(C)N1O.CC1(C)CCCC(C)(C)N1O.CC1(C)CCCC(C)(C)N1O.NC(N)=O", "gap_ev": 8.085, "homo_ev": -7.9}